[1]
DFT (wB97M-V/def2-TZVPD) results for a cluster of 2 separate species, C4H11BrNO in total in a non-equilibrium geometry.

Each line ends with the natural charge from an NBO analysis.
Element x y z (Å)
C1 -1.64931 0.71237 -0.82226  -0.6137
C2 0.11401 1.15625 0.93179  -0.1711
C3 -1.10269 0.52793 0.64519  -0.0330
C4 1.62082 -0.06174 -0.57416  -0.2417
N1 1.17258 -1.48770 -0.39947  -0.7734
O1 -0.97983 -0.85568 0.82134  -0.7127
Br1 3.27439 0.19133 0.19065  0.1548
H1 -2.32245 -0.17902 -1.05588  0.2457
H2 -0.92508 0.65601 -1.64029  0.2043
H3 -2.09427 1.68356 -0.75766  0.2343
H4 0.68233 0.75745 1.72733  0.2087
H5 0.29538 2.06967 0.51056  0.2215
H6 -2.00508 0.89617 1.16925  0.2301
H7 1.38052 0.23078 -1.50763  0.1926
H8 1.92998 -1.82486 0.31506  0.4520
H9 0.16524 -1.41538 -0.11150  0.4778
H10 1.27551 -2.08622 -1.22973  0.4293
H11 -0.83204 -0.97090 1.78741  0.4946

## Properties
- charge = +1
- relative energy (zero: lowest compared OMol25 entry of this formula, charge and spin) (kJ/mol) = 369.9

[2]
DFT (wB97M-V/def2-TZVPD) results for a cluster of 2 separate species, C4H11BrNO in total in a non-equilibrium geometry.

Each line ends with the natural charge from an NBO analysis.
Element x y z (Å)
C1 0.64485 -1.46149 1.13552  -0.7098
C2 0.73908 -1.28739 -1.35877  -0.7333
C3 -0.66662 1.24924 -0.43894  0.1603
C4 1.16783 -0.84076 -0.09862  0.0624
N1 -0.90233 1.85607 0.87883  -0.7172
O1 -1.66157 0.42364 -0.88817  -0.7121
Br1 2.46563 0.45612 0.03511  0.1451
H1 0.20953 -0.69297 1.75124  0.2166
H2 -0.05013 -2.30413 0.89721  0.2501
H3 1.36283 -1.84050 1.82739  0.2575
H4 -0.38243 -1.42987 -1.56623  0.2755
H5 1.16783 -0.57398 -2.14263  0.2469
H6 1.34194 -2.22754 -1.31702  0.2636
H7 -0.17071 2.04450 -0.95326  0.1712
H8 -1.80242 1.44834 1.35079  0.4536
H9 -0.10540 1.68658 1.53111  0.4394
H10 -1.08156 2.78298 0.94791  0.4172
H11 -2.27635 0.71115 -1.59147  0.5131

## Properties
- charge = +1
- relative energy (zero: lowest compared OMol25 entry of this formula, charge and spin) (kJ/mol) = 427.3

[3]
DFT (wB97M-V/def2-TZVPD) results for a cluster of 2 separate species, C4H11BrP in total.

Each line ends with the natural charge from an NBO analysis.
Element x y z (Å)
C1 -0.55011 -1.42505 -0.60568  -0.9478
C2 2.07410 -0.10912 -0.00467  -0.9541
C3 -0.37073 0.51878 1.55900  -0.9491
C4 -0.12660 1.37448 -1.21855  -0.5752
P1 0.27975 0.10668 -0.08363  1.4779
Br1 -4.41763 -0.15395 -0.06873  0.0090
H1 -0.25718 -1.68644 -1.62222  0.2729
H2 -1.62800 -1.26235 -0.56617  0.2775
H3 -0.27262 -2.22746 0.07349  0.2687
H4 2.46210 -0.45102 -0.96482  0.2767
H5 2.32240 -0.84298 0.76177  0.2757
H6 2.53846 0.84422 0.25025  0.2756
H7 0.25751 1.27247 2.03078  0.2732
H8 -0.38756 -0.37943 2.17399  0.2705
H9 -1.38364 0.90485 1.45729  0.2760
H10 -1.15027 1.70137 -1.30416  0.2344
H11 0.61003 1.81492 -1.86795  0.2381

## Properties
- charge = +1
- relative energy (zero: lowest compared OMol25 entry of this formula, charge and spin) (kJ/mol) = 181.0

[4]
DFT (wB97M-V/def2-TZVPD) results for a structure of composition C4H11ClCrF5ORuTe in a non-equilibrium geometry.

Each line ends with the Löwdin spin population.
Element x y z (Å)
Cr1 -0.28031 0.18991 1.54632  3.9595
Cl1 -0.12574 1.38643 -0.39119  0.1181
C1 -1.94013 -1.05343 1.40391  0.7372
H1 -1.81363 -1.92330 2.06255  0.0463
H2 -2.05375 -1.37684 0.35706  0.0515
H3 -2.83846 -0.50419 1.71632  0.0451
Ru1 0.36479 0.13426 -2.35888  1.2649
C2 -1.38636 0.53447 -3.29080  0.0082
C3 2.12954 1.07830 -2.65724  0.0030
C4 0.78517 -1.17203 -3.59223  0.5055
H4 2.83575 0.68021 -1.90494  -0.0017
H5 2.52249 0.88971 -3.66718  0.0075
H6 1.98268 2.15562 -2.47290  0.0143
H7 -2.16424 -0.09467 -2.81920  0.0057
H8 -1.63202 1.59610 -3.12019  0.0042
H9 -1.32634 0.30283 -4.36505  0.0110
H10 0.05154 -1.78079 -4.16444  0.0702
H11 1.81463 -1.50822 -3.84352  0.0570
F1 -0.73301 -1.41575 4.65644  0.1129
Te1 0.53473 0.01637 4.54271  0.1955
F2 1.85947 -0.96227 5.49497  0.1185
F3 -0.87081 0.99638 3.41011  0.1477
F4 -0.35626 0.71497 6.09081  0.1866
F5 1.54097 1.64607 4.51154  0.1271
O1 1.09931 -0.53013 2.85502  0.2045

## Properties
- charge = -1
- 2S+1 = 9

[5]
DFT (wB97M-V/def2-TZVPD) results for a structure of composition C4H11ClCrF5OScTe in a non-equilibrium geometry.

Each line ends with the Löwdin spin population.
Element x y z (Å)
Sc1 0.47436 -1.51864 1.34852  0.1304
Cl1 0.39794 2.15973 0.05568  0.0194
C1 -1.33410 -0.52646 0.14669  0.2091
H1 -1.50170 -1.46376 0.72942  0.0049
H2 -1.85056 -0.73712 -0.80995  0.0172
H3 -1.86644 0.25577 0.70633  0.0161
Cr1 0.02272 0.45089 -1.14560  2.1103
C2 -1.29518 0.87258 -2.67705  -0.0841
C3 1.48883 1.02974 -2.43409  0.0590
C4 0.71767 -1.35635 -0.89377  0.4361
H4 2.45425 0.73078 -2.01101  0.0043
H5 1.49973 0.63349 -3.45188  0.0012
H6 1.53094 2.12171 -2.51216  0.0111
H7 -2.30157 0.44248 -2.52901  -0.0011
H8 -1.42911 1.97019 -2.70743  -0.0049
H9 -0.95414 0.56046 -3.68027  -0.0016
H10 0.09116 -2.21091 -1.28910  0.0145
H11 1.76263 -1.50871 -1.27853  0.0362
F1 -0.72723 1.11890 3.14635  0.0007
Te1 0.49814 0.05436 4.14164  0.0000
F2 -0.98867 0.17694 5.50490  0.0000
F3 1.20031 1.78462 4.67467  -0.0001
F4 1.24771 -3.25989 1.35467  0.0136
F5 -0.60820 -1.61995 3.16652  0.0064
O1 1.47051 -0.16083 2.44444  0.0010

## Properties
- charge = -1
- 2S+1 = 4

[6]
DFT (wB97M-V/def2-TZVPD) results for a structure of composition C4H11ClFeNO2Y in a non-equilibrium geometry.

Each line ends with the Löwdin spin population.
Element x y z (Å)
Fe1 -2.39950 0.28211 -0.86227  3.5803
Cl1 -1.53951 0.53743 1.06475  0.1406
C1 -2.97264 -1.52838 -1.32685  0.0926
C2 -2.53073 1.88363 -1.97594  0.0918
H1 -3.40638 -1.59088 -2.33167  0.0181
H2 -2.12915 -2.22953 -1.27873  0.0157
H3 -3.72077 -1.89654 -0.61245  0.0158
H4 -2.98206 1.68364 -2.95470  0.0180
H5 -1.53934 2.32421 -2.14476  0.0155
H6 -3.13116 2.65685 -1.47866  0.0157
Y1 2.15470 0.11071 0.61787  0.1732
C3 1.23804 -1.47997 1.64506  0.0016
C4 3.38290 -0.30566 -0.72994  0.7051
H7 0.71142 -2.12499 0.92240  -0.0002
H8 2.00616 -2.10637 2.12739  0.0000
H9 0.51932 -1.15806 2.41158  0.0010
H10 3.90323 0.44290 -1.34381  0.0472
H11 3.66425 -1.33112 -1.00849  0.0474
O1 3.06559 2.55968 3.96517  0.0002
N1 2.51450 1.88163 3.15362  0.0026
O2 3.19112 1.38869 2.14043  0.0180

## Properties
- charge = -1
- relative energy (zero: lowest compared OMol25 entry of this formula, charge and spin) (kJ/mol) = 329.2
- 2S+1 = 6

[7]
DFT (wB97M-V/def2-TZVPD) results for a structure of composition C4H11CrO3 in a non-equilibrium geometry.

Each line ends with the Löwdin spin population.
Element x y z (Å)
C1 -0.46062 -0.79661 -2.41632  0.0057
O1 0.34588 -3.04990 -0.26422  0.0975
H1 -1.54423 -0.81944 -2.23653  0.0005
H2 -0.25848 -0.08190 -3.22589  -0.0001
H3 0.02659 -1.70738 -2.77834  0.0001
H4 0.01528 -3.76304 0.28019  0.0049
C2 -0.20075 1.09345 -0.75395  0.0082
C3 0.59237 1.44997 0.48140  0.0129
O2 0.66020 0.32885 1.37216  0.0612
C4 -0.05664 0.46669 2.60082  0.0071
H5 0.02549 1.80474 -1.56173  0.0001
H6 -1.28186 1.09593 -0.54527  0.0009
H7 0.13316 2.30877 0.98549  0.0012
H8 1.62494 1.71211 0.21823  0.0018
H9 0.06353 -0.46748 3.15865  0.0021
H10 0.37011 1.29496 3.17978  0.0002
H11 -1.11876 0.65715 2.39554  0.0007
Cr1 0.86565 -1.32541 0.29645  3.7586
O3 0.19815 -0.20146 -1.18647  0.0362

## Properties
- charge = +1
- relative energy (zero: lowest compared OMol25 entry of this formula, charge and spin) (kJ/mol) = 0.0
- 2S+1 = 5

[8]
DFT (wB97M-V/def2-TZVPD) results for a cluster of 2 separate species, C4H11FN3 in total in a non-equilibrium geometry.

Each line ends with the natural charge from an NBO analysis.
Element x y z (Å)
C1 0.08566 0.72879 -0.43350  0.0770
C2 -2.18317 1.11791 0.28428  -0.6184
C3 -1.29800 0.27156 -0.69532  -0.1086
C4 2.20200 -0.03127 0.24217  0.6948
N1 0.89532 -0.22894 -0.00638  -0.5077
N2 3.07578 -1.05797 0.03517  -0.8142
N3 -1.50965 -1.16617 -0.34811  -0.6802
F1 2.81558 1.11466 0.00281  -0.3152
H1 0.27747 1.72759 -0.46358  0.2142
H2 -1.59098 1.06813 1.30448  0.2377
H3 -2.18781 2.15364 -0.15124  0.2596
H4 -3.17074 0.61746 0.36051  0.2195
H5 -1.43527 0.44956 -1.71657  0.2356
H6 1.68395 0.16224 1.93021  -0.1070
H7 2.90090 -1.99762 0.35524  0.4158
H8 4.01895 -0.67405 0.16382  0.4139
H9 -0.89894 -1.38063 0.52220  0.4870
H10 -1.14608 -1.55566 -1.15848  0.4438
H11 -2.53502 -1.31921 -0.22773  0.4521

## Properties
- charge = +1
- relative energy (zero: lowest compared OMol25 entry of this formula, charge and spin) (kJ/mol) = 422.9

[9]
DFT (wB97M-V/def2-TZVPD) results for a cluster of 2 separate species, C4H11IN in total in a non-equilibrium geometry.

Each line ends with the natural charge from an NBO analysis.
Element x y z (Å)
C1 0.47073 -1.07717 1.96846  -0.5625
C2 0.60237 1.49578 -0.02388  -0.7522
C3 -0.28329 -0.80622 0.55702  -0.6031
C4 0.53564 -0.00518 -0.31207  0.2381
N1 -1.19273 0.17472 -2.08423  -1.0077
I1 1.87295 -0.89186 -1.53841  0.4650
H1 0.76231 -0.01501 2.33452  0.2089
H2 1.40396 -1.60788 1.71451  0.2218
H3 -0.06188 -1.65865 2.78244  0.2693
H4 1.05701 2.09497 -0.77805  0.2609
H5 -0.32603 2.01243 0.29963  0.2686
H6 1.23462 1.53514 1.00092  0.2919
H7 -1.16213 -0.16254 0.80696  0.2511
H8 -0.50926 -1.76584 0.22586  0.2594
H9 -1.18325 1.02998 -2.67789  0.3962
H10 -1.14942 -0.66312 -2.69505  0.4030
H11 -2.07160 0.31047 -1.58072  0.3913

## Properties
- charge = +1
- relative energy (zero: lowest compared OMol25 entry of this formula, charge and spin) (kJ/mol) = 161.4

[10]
DFT (wB97M-V/def2-TZVPD) results for a cluster of 2 separate species, C4H11IN3 in total in a non-equilibrium geometry.

Each line ends with the Löwdin spin population.
Element x y z (Å)
C1 1.19703 0.85262 1.86035  0.2319
C2 0.24718 -1.86358 0.26152  0.0970
C3 1.67798 1.24463 0.70307  0.3914
C4 -1.25110 0.83785 -1.48600  0.0014
N1 -0.50672 -0.79969 0.02257  0.0343
N2 0.16302 -2.73792 1.31443  0.0396
N3 -0.12676 0.18859 -0.86289  0.0135
I1 3.11543 0.00399 -0.29145  1.1017
H1 0.53458 1.57351 2.50383  0.0207
H2 1.45374 0.05028 2.54477  0.0151
H3 0.84372 -2.00695 -0.64614  0.0219
H4 1.38915 2.07446 0.09060  0.0051
H5 -1.69253 1.56642 -0.85090  0.0009
H6 -0.72618 1.35600 -2.33287  0.0008
H7 -2.15076 0.37116 -1.86681  -0.0001
H8 -1.01352 -0.47825 0.87770  0.0061
H9 0.67979 -3.70610 1.37622  0.0003
H10 -0.50266 -2.58428 2.03698  0.0015
H11 0.45142 -0.27609 -1.50852  0.0168

## Properties
- charge = +1
- relative energy (zero: lowest compared OMol25 entry of this formula, charge and spin) (kJ/mol) = 303.1
- 2S+1 = 3

Computed DFT total energy, in the same sequence as the records: -77895.8100 -77895.2154 -83649.0914 -70776.0430 -88901.8995 -57857.8016 -38882.4930 -11503.8544 -13908.5490 -16883.3574 eV.